1.
Entry from the OMol25 dataset: a cluster of 3 separate species, C32H42Br3IN4O3PS in total in a non-equilibrium geometry (the ωB97M-V functional and the def2-TZVPD basis).

Each line ends with the Mulliken charge.
Atoms and positions in Å:
C1 -0.36189 -0.75257 3.92833  -0.683
C2 -0.35183 -2.19378 3.45894  -0.417
O1 -0.24433 -2.24722 2.01677  -0.126
C3 0.91251 -2.67966 1.53720  0.555
O2 1.97317 -2.38336 2.00809  -0.650
C4 0.81638 -3.55652 0.31858  -0.927
C5 -0.49983 -3.38989 -0.45424  -0.731
C6 -0.44875 -2.43662 -1.65892  -0.905
C7 0.09702 -1.07666 -1.45123  -1.011
N1 1.21904 -0.83973 -0.86360  0.478
C8 1.62360 0.56360 -0.77489  -1.770
C9 2.91732 0.92404 -1.43739  -1.119
Br1 3.55840 -0.19593 -2.83792  -0.066
C10 3.70616 1.91733 -1.05833  0.756
C11 5.00852 2.28417 -1.67557  -1.534
Br2 3.21946 2.95240 0.43897  -0.100
C12 0.23045 1.27384 -1.03025  2.423
Br3 -0.50148 1.16453 0.80306  0.232
C13 0.21604 2.80489 -1.44515  -0.855
I1 -0.34557 4.10445 0.18158  0.130
C14 -0.77372 3.17951 -2.55229  0.175
C15 -0.48192 4.57005 -3.12383  -1.589
C16 -0.43567 0.24646 -1.96512  1.448
C17 -1.95831 0.27980 -2.25710  -1.379
C18 -2.96044 0.47016 -1.11571  -1.589
S1 -2.97150 -0.85920 0.09808  0.164
C19 -4.62544 -1.38446 0.15586  0.306
N2 -4.88408 -2.65725 0.25461  -0.125
N3 -6.27104 -2.74202 0.38334  -0.617
C20 -6.70805 -1.52480 0.32605  -0.014
O3 -5.71829 -0.60686 0.19138  -0.237
P1 0.29905 0.18950 -3.75005  -0.162
N4 1.07618 1.46605 -4.17974  -0.603
H1 0.63003 -0.33615 3.79294  0.263
H2 -1.04958 -0.20791 3.29087  -0.164
H3 -0.67216 -0.69148 4.96238  0.506
H4 -1.30508 -2.64295 3.71134  0.375
H5 0.44280 -2.75548 3.93260  0.406
H6 0.86225 -4.56950 0.70652  0.542
H7 1.67565 -3.39742 -0.32082  0.357
H8 -1.28401 -3.13464 0.24197  0.271
H9 -0.76936 -4.35979 -0.85615  0.491
H10 0.19408 -2.90266 -2.41092  0.338
H11 -1.43529 -2.40552 -2.09841  0.469
H12 1.86383 -1.49492 -0.43790  -0.295
H13 1.85706 0.69136 0.27784  1.118
H14 4.95906 2.26407 -2.75599  0.474
H15 5.80323 1.65865 -1.28205  0.304
H16 5.24713 3.30030 -1.38612  0.446
H17 1.21859 3.05676 -1.76662  0.695
H18 -0.82089 2.45548 -3.34433  0.013
H19 -1.76651 3.23063 -2.10718  0.410
H20 0.58317 4.76929 -3.15021  0.306
H21 -0.83596 4.59961 -4.15118  0.441
H22 -1.01831 5.33630 -2.58406  0.425
H23 -2.20346 1.03491 -2.99139  0.588
H24 -2.19537 -0.66350 -2.74208  0.591
H25 -3.94265 0.52577 -1.57267  0.861
H26 -2.81318 1.42991 -0.63452  0.215
H27 -7.74480 -1.26510 0.40218  0.438
H28 -0.80494 -0.10003 -4.56858  0.156
H29 1.10450 -0.96047 -3.73894  0.167
H30 0.68392 1.92181 -4.99228  0.301
C21 7.30316 -3.89187 0.38588  -0.400
C22 6.57883 -4.27477 1.50662  -0.408
C23 5.35560 -3.68000 1.78081  -0.665
C24 4.85106 -2.70630 0.93082  -0.059
C25 5.57618 -2.32563 -0.19204  -0.071
C26 6.80326 -2.91574 -0.46344  -0.573
H31 8.25825 -4.35434 0.17526  0.374
H32 6.96975 -5.03702 2.16751  0.368
H33 4.79350 -3.97382 2.65808  0.415
H34 3.89603 -2.25080 1.14960  0.398
H35 5.18629 -1.56613 -0.85839  0.307
H36 7.36989 -2.61542 -1.33551  0.387
C27 -5.26140 1.96825 3.38963  -0.528
C28 -4.06607 2.03569 2.68774  0.002
C29 -3.45220 3.26356 2.47937  0.150
C30 -4.02799 4.42327 2.97726  -0.441
C31 -5.22173 4.35485 3.68116  -0.397
C32 -5.83963 3.12859 3.88462  -0.440
H37 -5.74233 1.01207 3.55215  0.421
H38 -3.61078 1.12972 2.30180  0.261
H39 -2.52356 3.30884 1.92533  -0.202
H40 -3.54748 5.37998 2.81748  0.388
H41 -5.67136 5.25788 4.07187  0.374
H42 -6.77222 3.07756 4.43065  0.374

Cartesian forces (eV/Å) of the 6 atoms listed first:
C 0.343 -0.395 -0.598
C -0.398 0.895 0.597
O -0.525 -0.897 0.218
C 0.277 0.369 -0.412
O 0.578 0.139 0.610
C -1.108 0.339 -0.217

Properties
**Total charge**: +1
**2S+1**: 1
**HOMO level**: -11.159 eV
**Orbital gap**: 7.270 eV


2.
Entry from the OMol25 dataset: a structure of composition C32H43BN7O6PS in a non-equilibrium geometry (the ωB97M-V functional and the def2-TZVPD basis).

Each line ends with the Mulliken charge.
Atoms and positions in Å:
C1 2.49949 -3.73775 -0.27032  -0.465
B1 1.16403 -2.84049 0.09776  0.758
O1 0.55642 -3.12988 1.41403  -0.575
N1 0.55692 -1.81014 -0.86288  0.268
C2 0.14308 -2.61095 -2.05630  -0.179
C3 1.15666 -2.57324 -3.31622  -0.278
C4 0.85243 -3.35343 -4.68908  -0.583
C5 -0.51694 -4.21648 -4.69974  -0.337
C6 -1.54053 -4.28359 -3.48797  -0.521
C7 -1.22097 -3.47642 -2.15446  0.572
S1 -2.36490 -3.42122 -0.65222  -0.222
C8 -2.05749 -1.67374 -0.00289  0.592
C9 -3.25534 -0.91044 0.71314  0.026
P1 -4.94377 -1.76181 0.89264  1.153
O2 -5.89959 -0.84436 1.70236  -0.696
O3 -5.61188 -1.84642 -0.72488  -0.567
O4 -4.83594 -3.32602 1.63129  -0.500
C10 -3.01636 0.56843 1.25214  -0.707
C11 -1.57601 1.20676 1.01528  -0.828
C12 -0.35135 0.42956 0.28876  0.251
C13 1.02262 1.26421 0.13839  -0.750
C14 2.36679 0.45421 0.55031  0.848
C15 3.35319 1.55680 1.28654  -1.044
C16 4.53980 0.71970 2.02488  -0.458
C17 5.49248 0.11433 0.85804  -0.728
O5 5.39800 -1.34267 0.67836  0.167
C18 6.10897 -1.67624 -0.56390  0.455
C19 5.47569 -1.48187 -2.05089  -0.745
O6 7.32764 -2.11897 -0.49950  -0.596
C20 -0.57939 -1.07861 -0.22758  -0.243
H1 3.14744 -3.82446 0.69545  0.144
H2 3.08372 -3.34820 -1.18564  -0.104
H3 2.08153 -4.80212 -0.54290  0.301
H4 0.89244 -2.50344 2.10286  0.260
H5 2.12117 -1.92750 -3.24415  0.306
H6 1.57170 -3.29004 -5.59714  0.311
H7 -0.76377 -4.81850 -5.65931  0.282
H8 -2.51790 -4.89578 -3.54926  0.305
H9 -6.57468 -2.09141 -0.65720  0.347
H10 -3.91031 -3.48890 1.96570  0.355
H11 -3.82986 1.21944 1.76728  0.369
H12 -1.42534 2.29945 1.38419  0.203
H13 0.96135 2.18716 0.86075  0.260
H14 1.13090 1.64308 -0.96436  0.270
H15 2.21362 -0.39506 1.31647  -0.290
H16 2.94694 0.12406 -0.40941  -0.198
H17 3.78511 2.31167 0.49981  0.290
H18 2.78202 2.19855 2.06792  0.466
H19 5.14185 1.42298 2.72840  0.353
H20 4.01258 -0.08044 2.67982  0.080
H21 5.18570 0.61070 -0.15721  0.399
H22 6.59498 0.39471 1.09794  0.419
H23 4.90749 -0.46363 -2.17731  0.200
H24 6.33178 -1.44533 -2.84872  0.363
H25 4.79772 -2.38474 -2.36688  0.153
C21 -7.04435 0.87336 -1.13855  -0.298
C22 -6.37014 1.95668 -1.94219  0.295
N2 -5.83012 2.82423 -2.58569  -0.449
H26 -8.10060 1.11591 -1.00154  0.347
H27 -6.96317 -0.08203 -1.65972  0.103
H28 -6.56902 0.78602 -0.15885  0.025
C23 8.38478 -0.65936 3.57000  -0.154
C24 8.21214 0.01758 4.90666  0.280
N3 8.07387 0.55971 5.97688  -0.422
H29 8.49019 -1.73735 3.70972  0.266
H30 7.51407 -0.46580 2.93988  -0.280
H31 9.27762 -0.27623 3.07123  0.298
C25 3.25292 -3.14641 4.17562  -1.224
C26 3.99272 -2.55658 2.99923  0.772
N4 4.59092 -2.07987 2.04833  -0.458
H32 2.27961 -2.66220 4.28385  0.279
H33 3.10262 -4.21730 4.02156  0.339
H34 3.82938 -2.99557 5.09098  0.375
C27 -7.60162 -1.69388 4.25583  -0.397
C28 -7.77527 -1.01881 5.59338  0.267
N5 -7.91438 -0.47810 6.66440  -0.414
H35 -7.49134 -2.77167 4.39487  0.282
H36 -8.47394 -1.50352 3.62706  0.245
H37 -6.71130 -1.30644 3.75587  0.022
C29 -4.14391 6.03715 -2.15733  -0.703
C30 -2.78229 6.68581 -2.08651  0.365
N6 -1.69203 7.20302 -2.02760  -0.464
H38 -4.85797 6.60452 -1.55648  0.271
H39 -4.49094 6.01188 -3.19198  0.297
H40 -4.08929 5.01547 -1.77494  0.246
C31 -2.46052 9.77619 -5.49510  -0.759
C32 -3.51067 8.82615 -4.97761  0.363
N7 -4.35094 8.06506 -4.56338  -0.427
H41 -2.49497 10.71102 -4.93150  0.258
H42 -1.46960 9.33042 -5.38525  0.259
H43 -2.64025 9.98983 -6.55094  0.285

Cartesian forces (eV/Å) of the 6 atoms listed first:
C -0.761 -0.310 -0.107
B 0.473 -0.636 1.100
O 1.488 1.705 -1.444
N -2.535 -1.988 1.094
C -0.346 -1.729 -4.301
C -3.001 -1.758 -0.814

Properties
**2S+1**: 1
**HOMO level**: -8.564 eV
**Orbital gap**: 7.777 eV


3.
Entry from the OMol25 dataset: a structure of composition C32H43BrFeN5OPTe in a non-equilibrium geometry (the ωB97M-V functional and the def2-TZVPD basis).

Each line ends with the Mulliken charge.
Atoms and positions in Å:
Fe1 -0.14205 -0.79340 0.20658  -0.314
Br1 4.50030 0.64795 6.00913  -0.330
C1 3.05724 0.32640 4.76725  -0.011
C2 1.75440 0.31136 5.23906  -0.644
C3 0.73515 0.09166 4.32813  -0.508
C4 0.95738 -0.10253 2.94288  -0.220
O1 -0.05336 -0.27439 2.17669  0.300
C5 2.33169 -0.07074 2.48875  0.712
C6 2.72741 -0.24366 1.13047  -0.708
N1 1.91681 -0.34542 0.10101  1.054
C7 2.39580 -0.45612 -1.17503  0.956
C8 3.72593 -0.24374 -1.60325  -1.245
C9 4.06456 -0.38051 -2.94050  -0.752
C10 3.12594 -0.72437 -3.90189  -1.007
C11 1.77946 -0.94582 -3.52616  1.101
C12 0.76642 -1.30230 -4.43468  -1.104
C13 -0.51423 -1.54111 -3.95379  -0.687
C14 -0.77387 -1.40347 -2.60481  -0.095
N2 0.15026 -1.02738 -1.71508  1.043
C15 1.41988 -0.80718 -2.15602  -0.255
C16 3.35299 0.13341 3.43810  -0.917
H1 1.53602 0.45894 6.28842  0.395
H2 -0.29388 0.05229 4.66686  0.396
H3 3.80233 -0.32084 0.96550  -0.025
H4 4.49271 0.04875 -0.89929  0.250
H5 5.09311 -0.20430 -3.24038  0.343
H6 3.41012 -0.83604 -4.94276  0.328
H7 1.00742 -1.40004 -5.48717  0.352
H8 -1.31057 -1.84037 -4.62418  0.458
H9 -1.74705 -1.59683 -2.17998  -0.115
H10 4.38415 0.14375 3.10635  0.415
C17 -0.48456 2.83397 1.96059  -0.360
C18 -0.17651 2.85024 0.50600  -0.022
N3 -0.03586 1.82121 -0.28815  0.749
C19 0.26189 2.31842 -1.53193  -0.585
C20 0.30392 3.67842 -1.49521  -0.894
N4 0.02623 4.01279 -0.18709  -0.058
H11 -0.69761 1.80715 2.24865  -0.511
H12 -1.34712 3.46711 2.18589  0.333
H13 0.37310 3.18302 2.54149  0.415
H14 0.43223 1.66073 -2.36930  0.345
H15 0.50017 4.42039 -2.25061  0.431
H16 -0.04521 4.93987 0.18478  0.175
Te1 0.03256 -3.12719 0.55263  -0.738
C21 -5.83399 1.63894 -1.14541  -2.007
C22 -4.34874 1.44099 -0.84768  2.538
C23 -3.51399 1.63376 -2.12392  -1.564
C24 -3.89189 2.53162 0.13043  -2.090
P1 -3.73535 -0.23235 -0.04845  -1.617
N5 -2.23396 -0.33668 -0.08340  1.295
C25 -4.74079 -1.61725 -0.99594  2.682
C26 -4.60926 -1.32945 -2.49758  -1.977
C27 -6.22954 -1.77700 -0.68816  -2.162
C28 -3.98441 -2.92923 -0.73886  -1.414
C29 -4.46739 -0.22190 1.76218  2.709
C30 -5.88610 0.28857 2.00337  -2.176
C31 -4.33927 -1.66908 2.25972  -2.129
C32 -3.46075 0.58205 2.60028  -2.219
H17 -5.99760 2.67468 -1.47118  0.528
H18 -6.45708 1.46306 -0.26605  0.239
H19 -6.18469 0.98728 -1.94644  0.303
H20 -3.39797 2.70055 -2.35146  0.509
H21 -3.96656 1.15980 -2.99534  0.252
H22 -2.51875 1.20721 -1.96388  0.144
H23 -3.92736 3.51556 -0.35400  0.713
H24 -2.86116 2.33365 0.43689  0.183
H25 -4.52733 2.57703 1.01607  0.234
H26 -5.25921 -0.51575 -2.82136  0.239
H27 -4.88695 -2.22155 -3.07084  0.704
H28 -3.58151 -1.07417 -2.75154  0.128
H29 -6.77782 -0.84568 -0.85150  0.266
H30 -6.41133 -2.10988 0.33278  0.255
H31 -6.65153 -2.53383 -1.36193  0.558
H32 -2.91024 -2.73402 -0.68912  0.082
H33 -4.16184 -3.64802 -1.54787  0.431
H34 -4.26990 -3.41040 0.19470  0.333
H35 -6.62726 -0.23559 1.39906  0.232
H36 -5.96965 1.35754 1.79573  0.335
H37 -6.14610 0.13709 3.05891  0.534
H38 -5.09194 -2.33126 1.83434  0.281
H39 -4.45490 -1.70228 3.34948  0.667
H40 -3.34497 -2.05037 2.01007  0.308
H41 -3.66223 1.65429 2.59603  0.192
H42 -2.46013 0.40023 2.20013  0.426
H43 -3.47153 0.24423 3.64282  0.611

Cartesian forces (eV/Å) of the 6 atoms listed first:
Fe -0.245 2.276 0.173
Br -0.098 -0.036 -0.070
C 0.354 0.075 0.214
C -0.203 -0.047 -0.202
C 0.071 0.079 0.283
C 0.111 -0.043 -0.308

Properties
**Total charge**: -2
**2S+1**: 5
**HOMO level (alpha / beta)**: 0.559 / -0.742 eV
**Orbital gap (alpha / beta)**: 3.566 / 4.867 eV